No. 1
ORCA calculation (ωB97M-V/def2-TZVPD) on C22H18AuClNO6 as an isolated structure at a distorted geometry.

Computed properties:
HOMO-LUMO gap (alpha / beta), eV: 5.51 / 5.68
Multiplicity: 3
Net charge: -1
E_HOMO (alpha / beta), eV: -4.081 / -6.251

Structure (XYZ):
```
49
Properties=species:S:1:pos:R:3:forces:R:3
Au 0.074856 0.150722 -0.306192 -0.3 -0.5 -0.9
C -0.209649 0.912544 -2.240211 -0.1 -0.1 -0.3
H -1.036100 1.608463 -2.233096 -0.3 0.2 0.1
H -0.441180 0.072714 -2.881290 -0.1 -0.2 -0.1
H 0.687294 1.412589 -2.582816 0.2 0.1 0.0
O -3.791272 -1.982980 -0.757706 -0.2 -0.5 -0.1
C -2.945513 -1.102514 -0.712010 -0.9 0.9 -0.1
O -1.698138 -1.242185 -0.633098 1.0 -0.3 0.3
C -3.488222 0.335014 -0.788062 0.2 -0.4 0.0
C -4.607133 0.575410 -1.581602 0.2 0.1 0.1
C -5.122812 1.848343 -1.686122 -0.1 0.5 -0.1
C -4.506304 2.895323 -0.999936 0.7 -1.6 0.3
C -3.398326 2.655807 -0.186403 -0.3 0.3 -0.1
C -2.905213 1.373980 -0.075386 -0.1 0.0 -0.1
N -5.001401 4.219047 -1.110259 -0.6 1.8 -0.2
O -4.399055 5.115269 -0.513092 -0.5 -0.5 -0.5
O -6.003134 4.418881 -1.798452 0.7 -0.1 0.5
H -5.058082 -0.242769 -2.121351 0.0 -0.1 0.1
H -5.984414 2.063045 -2.300253 0.0 0.0 0.0
H -2.951816 3.484171 0.339683 0.0 0.0 0.1
H -2.052218 1.177330 0.560204 0.0 0.0 0.1
C 1.436581 1.717068 0.638157 1.0 1.6 0.9
C 1.357096 2.877675 -0.177751 -0.1 -0.7 0.3
C 0.292783 3.792056 -0.023750 -0.2 0.0 0.0
C 0.166929 4.879261 -0.851501 -0.2 0.1 0.0
C 1.094166 5.094064 -1.865328 0.0 0.1 -0.1
C 2.165159 4.220463 -2.023587 0.1 -0.1 -0.1
C 2.298368 3.127894 -1.199947 0.1 0.0 -0.2
H 0.950582 1.757500 1.601692 -0.3 -0.1 0.1
H 2.381693 1.195048 0.655698 0.0 -0.4 -0.2
H -0.425266 3.613423 0.762903 -0.1 0.0 0.1
H -0.658731 5.564517 -0.722044 -0.1 0.0 0.0
H 0.986877 5.943661 -2.523041 0.0 0.1 -0.1
H 2.889567 4.401426 -2.806529 0.0 0.0 0.0
H 3.131285 2.447711 -1.321439 0.0 -0.1 0.0
Cl 4.930097 -4.325751 -2.954330 0.2 -0.1 -0.3
C 3.894345 -3.692798 -1.717223 -0.2 0.2 0.2
C 3.009409 -2.673292 -2.023865 0.1 -0.1 0.0
C 2.196893 -2.162846 -1.023568 0.0 0.0 0.1
C 2.259883 -2.661320 0.267345 -0.2 0.1 0.5
C 3.143927 -3.698360 0.546516 0.0 0.0 -0.1
C 3.965984 -4.215104 -0.436366 0.0 0.0 0.0
C 1.426555 -2.141885 1.463157 0.7 -0.8 -0.5
O 1.426421 -2.855478 2.453622 -0.1 -0.1 0.5
O 0.879045 -1.009519 1.367003 -0.5 1.0 0.0
H 2.950511 -2.282701 -3.028940 0.0 0.0 -0.1
H 1.499841 -1.368766 -1.272897 0.1 -0.1 -0.1
H 3.168847 -4.092633 1.552041 0.0 0.0 0.0
H 4.652455 -5.016555 -0.209960 0.1 -0.1 0.0
```
Positions in Å, forces in eV/Å.

Here are the natural (NBO) charges for atoms 1 to 5, given in e: 1.08 -0.92 0.20 0.20 0.19

No. 2
ORCA calculation (ωB97M-V/def2-TZVPD) on one molecule with the formula C26H19N3O2 at a distorted geometry.

Computed properties:
SMILES: Cc1ccccc1[C@@H]1C2=C(Nc3[nH]n(-c4ccccc4)c(=O)c31)c1ccccc1C2=O
HOMO-LUMO gap, eV: 7.35
Multiplicity: 1
Net charge: 0
E_HOMO, eV: -8.169

Structure (XYZ):
```
50
Properties=species:S:1:pos:R:3:forces:R:3
O -0.433576 -2.779188 3.088169 -0.6 0.1 -1.1
O 0.021672 3.155691 1.826594 0.6 0.4 -2.1
C -0.544207 -2.578362 1.883146 1.3 1.2 2.7
C 0.132421 2.542391 0.751860 -1.3 -1.3 2.1
C -0.291350 -1.563614 -0.152646 0.6 2.3 2.6
C 0.077161 0.730296 -0.659443 -0.4 0.2 2.7
C -0.309113 -1.270696 1.205066 -0.5 -1.3 -2.9
C 0.018070 1.103495 0.659336 -0.1 -2.0 -1.2
C 0.398410 6.879118 -2.207424 0.4 -0.9 0.3
C -0.838583 -5.757913 -0.251662 -0.3 0.7 0.1
C -0.758512 -5.123538 -1.521673 0.7 0.4 1.6
C 0.913528 5.758723 -2.921069 -0.7 0.3 1.8
C -0.090742 6.673272 -0.906422 0.1 -1.4 -0.7
C 2.845698 0.987992 4.670446 -1.6 0.5 1.1
C 1.469205 1.100029 4.999349 0.9 0.2 -0.2
C -0.833319 -4.996510 0.938336 0.3 1.3 -1.1
C -0.523177 -3.724538 -1.568801 -0.3 -0.7 1.3
C 0.870957 4.476144 -2.325797 0.0 1.3 -0.5
C -0.170562 5.373493 -0.364981 0.0 0.0 0.0
C 3.220750 0.521599 3.444053 -0.1 -0.9 -0.6
C 0.539485 0.755015 4.023908 0.6 0.3 0.9
C -0.638341 -3.593670 0.852004 -0.6 -3.0 -0.5
C -0.456058 -2.985470 -0.364564 -0.4 -1.4 -2.6
C 0.314786 4.260045 -1.061506 0.2 0.8 -1.0
C 2.299712 0.090311 2.492216 -1.0 0.1 0.3
C 0.913434 0.247756 2.791558 1.2 0.1 0.2
N -0.066324 -0.570083 -1.112368 0.2 -0.8 -1.1
N 0.220558 1.823218 -1.468022 0.8 0.8 -0.1
N 0.247271 2.944101 -0.561985 -0.3 0.6 -0.8
C 2.829237 -0.477846 1.191138 -0.1 0.0 0.6
C -0.182650 0.084298 1.779150 0.9 0.5 -0.7
H 0.412378 7.895939 -2.613827 0.1 -0.5 0.0
H -0.940029 -6.842199 -0.113549 0.0 0.5 -0.5
H -0.785629 -5.729911 -2.422804 0.0 0.2 0.1
H 1.386178 5.902561 -3.877896 0.0 -0.1 -0.2
H -0.468206 7.478937 -0.306474 -0.1 0.3 0.0
H 3.586937 1.275520 5.391423 0.3 0.1 0.2
H 1.137534 1.526635 5.971689 0.4 -0.5 -0.9
H -0.979173 -5.484510 1.883738 0.1 0.0 0.3
H -0.415140 -3.242496 -2.512448 0.0 0.3 -0.6
H 1.302607 3.667953 -2.876229 0.2 -0.5 -0.2
H -0.617180 5.185739 0.601969 0.1 0.2 0.1
H 4.260015 0.370409 3.205901 0.3 0.2 0.0
H -0.492224 0.959009 4.251685 -0.3 -0.2 -0.2
H 0.546339 -0.850827 -1.878091 -0.4 0.2 0.1
H -0.404724 1.886807 -2.272822 0.0 0.4 0.5
H 2.926883 0.332795 0.471907 0.2 -0.1 -0.3
H 2.142618 -1.222790 0.820880 -0.2 -0.2 -0.4
H 3.789135 -0.991154 1.345700 -0.2 0.4 -0.1
H -1.125309 0.254875 2.240136 -0.8 0.6 0.8
```
Positions in Å, forces in eV/Å.

Here are the natural (NBO) charges for atoms 1 to 5, given in e: -0.49 -0.62 0.51 0.62 0.29

No. 3
ORCA calculation (ωB97M-V/def2-TZVPD) on one molecule with the formula C9H11NO at a distorted geometry.

Computed properties:
HOMO-LUMO gap (alpha / beta), eV: 8.26 / 8.36
Multiplicity: 1
Net charge: 0
E_HOMO (alpha / beta), eV: -7.930 / -7.744

Structure (XYZ):
```
22
Properties=species:S:1:pos:R:3:forces:R:3
C -1.060256 -1.243300 -0.564840 -0.5 0.8 -0.7
C -1.520978 -0.774638 0.877708 3.0 -1.6 -0.6
C -0.975209 1.605212 0.190272 0.7 -0.9 -0.1
C 0.290724 1.694994 -0.783424 -0.8 2.6 -1.5
C 0.413016 -1.044908 -0.808618 0.0 2.1 -1.3
C 1.286211 -1.142484 0.380132 1.5 -3.9 2.2
C 0.726761 0.077354 1.070255 -0.9 -0.8 -1.9
C -0.639631 0.379938 1.130453 -2.4 1.1 -0.1
C 0.938585 0.449932 -0.447224 0.4 -1.1 0.6
N 2.250415 -0.238176 -0.255245 1.5 -0.9 -1.1
O 3.318309 0.076002 0.292728 0.6 1.0 0.2
H -1.262347 -2.256681 -0.777183 -0.5 -1.4 0.2
H -1.598690 -0.710578 -1.379244 0.1 0.0 0.6
H -2.476373 -0.432873 0.873265 -3.2 0.4 -0.1
H -1.355168 -1.600214 1.611649 -0.3 0.6 -0.5
H -1.296899 2.522134 0.684108 0.3 0.0 0.0
H -1.809590 1.237248 -0.415876 -0.1 0.5 0.0
H -0.061620 1.733450 -1.847908 0.2 -0.2 0.8
H 0.964719 2.597708 -0.731611 -0.7 -0.8 0.6
H 0.870341 -1.320338 -1.829999 -1.0 -0.1 1.7
H 1.653358 -2.060218 0.954764 -0.3 1.1 -1.1
H 1.344325 0.450440 1.775842 2.4 1.7 1.9
```
Positions in Å, forces in eV/Å.

Here are the natural (NBO) charges for atoms 1 to 5, given in e: -0.41 -0.45 -0.44 -0.45 -0.20

Which ΔE to the lowest compared entry with this formula, charge and spin belongs to each record? In order, 97.68; 127.25; 769.30 kJ/mol.
Which E_tot belongs to each record? In order, -53092.827; -35834.575; -13041.101 eV.